No. 1
{"formula": "C20H36Br2Cl2I2NNaO15RbV", "method": "the ωB97M-V functional and the def2-TZVPD basis", "gap_ev": [3.14, 3.04], "e_tot_ha": -9760.4879, "charge": -1, "multiplicity": 2, "elements": ["I", "I", "Rb", "Br", "Br", "V", "Cl", "Cl", "Na", "O", "O", "O", "O", "O", "O", "O", "O", "O", "O", "O", "O", "O", "O", "O", "N", "C", "C", "C", "C", "C", "C", "C", "C", "C", "C", "C", "C", "C", "C", "C", "C", "C", "C", "C", "C", "H", "H", "H", "H", "H", "H", "H", "H", "H", "H", "H", "H", "H", "H", "H", "H", "H", "H", "H", "H", "H", "H", "H", "H", "H", "H", "H", "H", "H", "H", "H", "H", "H", "H", "H", "H"], "coordinates": [[-3.29729, -3.09742, 0.80391], [0.69425, -1.07120, -3.21868], [5.58482, 1.38297, -1.41761], [-0.06972, -3.57861, 3.34439], [3.01384, 7.89906, 7.12481], [-5.24818, -3.75033, 4.23748], [0.51411, 2.83850, 6.26174], [-4.14772, -4.39046, -3.78441], [2.89923, 4.24879, -0.10707], [-4.03027, -2.96064, -3.58424], [-7.15893, -1.70524, 3.40335], [-5.45984, -4.82980, -3.36969], [-4.25819, -5.14822, 4.07458], [-7.48604, 0.09409, 2.11950], [4.01506, 3.63389, 4.28257], [-1.79765, -0.71309, 2.76600], [4.16348, 4.30428, 7.15583], [-3.95461, -4.69649, -5.18704], [-2.40051, -2.65556, -8.01992], [-1.75839, -0.71310, -8.74993], [-8.49663, -1.73368, 1.55566], [-3.63515, -1.64360, -9.63314], [-3.13712, -5.07200, -2.99815], [1.17867, 3.74300, -0.62240], [-0.47238, -0.25580, 0.72688], [-2.44552, -1.25167, -1.52721], [-0.78183, -0.83904, 2.07338], [4.79903, 5.50432, 6.79267], [5.33576, 3.12949, 4.38319], [0.44005, -1.77683, 2.60258], [-1.90665, -2.58623, -0.84277], [2.93662, 4.08871, 6.43365], [-2.69533, -1.67099, -8.87709], [3.24568, 0.96571, -1.61415], [1.38251, -0.74614, -1.13398], [0.34908, -1.27287, -0.03250], [-1.94914, 0.40593, -9.61037], [-7.72356, -1.21460, 2.39053], [2.71141, 0.26652, 2.25033], [2.61057, -0.96663, 1.56444], [1.28617, -1.77871, 1.21816], [-3.31889, -3.75169, -8.04399], [3.14619, 3.09518, 5.29430], [-0.37307, -2.64446, -0.42944], [1.71692, 0.81871, -1.06989], [2.53008, 5.03507, 6.06182], [-1.71954, -0.38079, -1.56996], [3.53221, 2.14098, 5.67051], [4.26200, 6.36572, 7.25015], [5.81968, 5.48346, 7.18250], [5.70867, 3.16495, 5.40999], [2.18736, 2.90277, 4.81950], [-4.32028, -3.42143, -7.76397], [-3.32822, -4.22394, -9.02959], [1.08315, 1.38405, -1.83283], [3.91548, 0.75773, -0.66806], [-0.31581, -3.32236, 0.50202], [-2.98296, -4.48529, -7.31288], [5.36833, 2.09733, 4.01571], [-8.05898, 0.08002, 1.32859], [-2.07686, -3.43746, -1.60148], [-2.86082, -1.49148, -2.56868], [2.22185, 3.67522, 7.13958], [1.71259, 1.27928, -0.03743], [-3.34715, -0.88400, -0.91347], [0.03332, 0.58826, 1.03399], [2.02762, 0.61152, 3.09953], [5.98642, 3.74604, 3.75678], [-1.90503, 0.09912, -10.65778], [3.60418, -1.43108, 1.21065], [2.39445, -1.29521, -1.11248], [3.51428, 0.99830, 1.87430], [4.84227, 5.63362, 5.70992], [1.70641, -2.83419, 1.01892], [-2.89748, 0.90197, -9.39324], [0.18487, -3.24813, -1.23648], [-1.13922, 1.11180, -9.42276], [0.91875, -1.31203, 3.51714], [3.48164, 2.02500, -2.01597], [3.50600, 0.10914, -2.35843], [0.38987, 3.67196, -0.09242]], "forces_ev_per_angstrom": [[0.4, -0.2, -0.5], [0.4, -0.1, 0.6], [6.2, 1.0, -0.7], [0.2, 1.2, -0.8], [-0.2, 0.3, 0.0], [2.8, -4.0, -2.0], [-2.0, -0.8, 0.0], [-0.6, -0.3, 0.1], [1.3, 0.9, 0.8], [0.1, -0.1, -0.1], [1.5, -1.4, 1.3], [0.4, 0.1, -0.1], [-4.1, 5.6, 0.9], [0.0, 0.4, 0.0], [1.0, -0.1, -0.1], [3.2, 0.4, -2.8], [0.8, 1.3, -0.5], [0.1, 0.0, 0.1], [0.1, 0.6, -0.5], [-0.1, -0.1, 0.0], [0.5, -0.6, 1.1], [0.4, 0.2, 0.1], [0.1, 0.1, 0.0], [-1.0, -0.5, -0.5], [-0.8, -1.1, 1.0], [-1.2, 0.4, 0.2], [-2.1, -1.3, 2.5], [0.5, -2.0, -0.1], [-0.4, 0.3, -0.1], [-0.6, 0.9, -1.9], [0.3, 0.1, -1.9], [0.3, -0.3, 0.2], [0.0, -0.5, 0.4], [-2.7, -1.2, 1.8], [0.1, 1.1, 0.2], [2.4, -0.8, 2.3], [0.0, 0.3, -0.1], [-0.9, -0.8, -1.4], [-0.1, -1.6, -1.3], [0.1, 2.0, 0.3], [2.9, -1.8, 2.5], [-0.3, -0.6, 0.1], [-0.1, 0.4, -0.2], [-1.0, -0.7, 0.9], [1.1, -0.2, -1.7], [0.1, -0.1, 0.0], [-0.7, -1.3, 0.2], [0.1, 0.1, 0.0], [-0.2, 0.5, 0.2], [-0.1, 0.2, 0.2], [0.0, -0.1, 0.0], [0.2, 0.1, 0.1], [0.1, 0.0, -0.1], [-0.1, 0.2, 0.0], [0.6, -0.6, 1.7], [-3.7, -0.2, -1.2], [-0.1, 1.0, -1.5], [0.1, 0.4, 0.0], [0.1, -0.1, 0.1], [0.3, 0.9, 0.0], [0.0, 1.1, 1.4], [0.8, 0.3, 1.6], [0.3, 0.1, -0.1], [-0.4, -0.6, -1.4], [1.4, -0.4, -1.0], [0.0, -0.2, -0.9], [0.5, -0.1, -1.8], [0.0, 0.0, 0.0], [-0.2, 0.0, 0.1], [-1.6, 1.1, -0.3], [-1.9, 0.3, 0.3], [-0.6, -1.4, 1.5], [-0.3, 0.2, 0.0], [-1.0, 1.5, 0.2], [0.0, -0.1, -0.1], [-0.6, 1.4, 1.1], [0.0, -0.2, 0.2], [-0.4, -0.3, -1.5], [-1.1, -1.7, 0.4], [-0.6, 1.7, 0.8], [-0.4, 0.0, 0.0]]}

=====

No. 2
{"formula": "C20H36Cl2CrN2O3P", "method": "the ωB97M-V functional and the def2-TZVPD basis", "gap_ev": [7.87, 7.79], "e_above_lowest_kcal_mol": 12.0, "e_tot_ha": -3425.1685, "charge": 0, "multiplicity": 4, "elements": ["Cr", "Cl", "Cl", "P", "O", "O", "O", "N", "N", "C", "C", "C", "C", "C", "C", "C", "C", "C", "C", "C", "C", "C", "C", "C", "C", "C", "C", "C", "C", "H", "H", "H", "H", "H", "H", "H", "H", "H", "H", "H", "H", "H", "H", "H", "H", "H", "H", "H", "H", "H", "H", "H", "H", "H", "H", "H", "H", "H", "H", "H", "H", "H", "H", "H", "H"], "coordinates": [[-0.15951, 0.46869, 0.01600], [-0.22437, 2.50566, 1.04004], [0.44539, 0.05132, -2.16265], [-0.00281, -2.07398, -0.08090], [1.12663, 3.05578, -1.79544], [-2.65543, 0.27513, -0.91200], [-1.34413, -0.09318, 1.63037], [-2.79634, 0.43169, 3.32826], [-2.64116, 1.02363, -3.08046], [-2.59855, 0.62107, -4.47512], [3.21667, -0.72277, 2.57024], [-1.12014, -2.81918, -1.29740], [1.11229, 4.17657, -1.30723], [1.05099, 6.83632, -4.03906], [-2.36256, 0.51355, 2.05997], [-2.14767, 2.34980, -2.73820], [-3.66653, 1.47091, 3.84813], [-2.86030, 0.10326, -2.13080], [1.08334, 5.48950, -2.03307], [0.82992, 5.59547, -3.41572], [2.86849, 1.03432, -0.04919], [1.94539, -0.23400, 1.93781], [1.83346, 0.40201, 0.77311], [1.61350, -2.85396, -0.46816], [-0.52395, -2.92106, 1.44532], [1.44453, 7.95943, -3.28953], [1.33862, 6.64838, -1.26701], [-2.27670, -0.53126, 4.28855], [1.54210, 7.87868, -1.89523], [-2.15132, -2.55350, -1.05355], [-3.17981, 1.97776, 4.69009], [0.19541, -2.73769, 2.25101], [-2.97757, 1.43273, -5.10339], [-1.57265, 0.36587, -4.78871], [3.10378, 2.04005, 0.32728], [-1.86976, 0.00682, 5.15359], [-2.63914, 3.07457, -3.39745], [1.08722, 4.30656, -0.20495], [0.48070, 4.70917, -3.96040], [3.56385, -1.66860, 2.12157], [1.65200, 8.90895, -3.79924], [1.76468, 8.77973, -1.30829], [-2.38620, 2.54193, -1.68862], [-4.61170, 1.04898, 4.20515], [1.92508, -2.53546, -1.47044], [-0.89139, -2.43383, -2.29303], [-1.02528, -3.91185, -1.30120], [3.04919, -0.89514, 3.63842], [-2.96642, 1.17623, 1.41923], [-3.22963, -0.26514, -4.61013], [4.01688, 0.02003, 2.47006], [2.38316, -2.54773, 0.25047], [1.03129, -0.39656, 2.52740], [3.78983, 0.43144, -0.06696], [-1.50650, -1.14841, 3.82320], [-3.86482, 2.18766, 3.04889], [-1.50244, -2.52478, 1.74776], [-1.05717, 2.41862, -2.85926], [1.37400, 6.55778, -0.17574], [2.49015, 1.16183, -1.06998], [-3.25464, -0.85077, -2.53031], [-0.58683, -4.00138, 1.25430], [-3.09714, -1.16564, 4.64812], [0.90784, 6.91805, -5.11822], [1.50466, -3.94959, -0.43686]], "forces_ev_per_angstrom": [[0.6, -1.2, 0.6], [-0.4, 0.8, -0.1], [0.1, 0.3, -0.7], [0.2, 0.6, 0.1], [0.0, 1.9, 0.1], [-0.2, -0.3, -1.1], [-1.8, 0.5, 1.0], [0.2, -0.1, -0.5], [0.0, -0.3, 0.1], [0.1, -0.2, -0.1], [0.3, 0.3, 0.3], [-0.1, -0.4, -0.2], [-0.4, -0.7, -0.1], [-0.2, -0.3, 0.3], [1.3, -0.3, 0.0], [0.2, 0.0, 0.1], [-0.3, -0.2, -0.1], [0.5, 0.5, 0.8], [-0.2, 0.2, -0.2], [0.5, 0.5, 0.4], [0.6, 0.0, -0.7], [-0.3, 0.1, -0.1], [-1.9, -0.3, 0.5], [-0.1, -0.1, 0.0], [0.0, -0.4, 0.1], [-0.1, -0.3, 0.0], [0.0, -0.4, -0.4], [0.0, 0.2, 0.1], [-0.1, 0.0, -0.1], [0.1, 0.0, 0.1], [0.0, 0.0, -0.2], [-0.1, 0.0, -0.2], [0.0, -0.1, 0.1], [-0.3, 0.2, 0.1], [0.0, -0.2, 0.0], [0.1, -0.2, -0.2], [0.1, 0.0, 0.2], [0.2, -0.2, -0.2], [0.4, 0.4, 0.1], [-0.1, 0.2, 0.1], [-0.2, -0.4, 0.2], [-0.1, -0.5, -0.3], [0.0, 0.1, -0.2], [0.1, 0.0, 0.0], [-0.1, -0.1, 0.2], [0.0, 0.0, 0.1], [0.0, 0.1, 0.0], [0.2, -0.1, -0.1], [0.4, -0.1, 0.1], [0.1, 0.2, 0.0], [0.0, -0.2, 0.0], [-0.3, 0.0, -0.1], [0.2, -0.3, -0.4], [0.0, 0.2, -0.1], [-0.1, 0.2, 0.1], [0.0, 0.0, 0.2], [0.3, -0.2, -0.1], [-0.2, -0.1, 0.0], [0.2, 0.0, -0.4], [0.4, 0.0, 0.2], [0.1, 0.2, 0.2], [0.0, 0.2, 0.2], [0.1, 0.1, -0.1], [0.1, 0.1, 0.3], [0.1, 0.3, -0.1]]}

=====

No. 3
{"formula": "C20H36ClN3O4P", "method": "the ωB97M-V functional and the def2-TZVPD basis", "gap_ev": 9.50, "e_tot_ha": -2050.1943, "charge": 1, "multiplicity": 1, "elements": ["Cl", "P", "O", "O", "O", "O", "N", "N", "N", "C", "C", "C", "C", "C", "C", "C", "C", "C", "C", "C", "C", "C", "C", "C", "C", "C", "C", "C", "C", "H", "H", "H", "H", "H", "H", "H", "H", "H", "H", "H", "H", "H", "H", "H", "H", "H", "H", "H", "H", "H", "H", "H", "H", "H", "H", "H", "H", "H", "H", "H", "H", "H", "H", "H", "H"], "coordinates": [[1.29207, -2.39972, -1.23135], [3.83775, 2.17286, 0.49318], [-3.44129, -0.16418, -2.49073], [5.28305, 1.46889, 0.87730], [-3.02881, -1.14258, -4.51684], [5.12970, -3.42498, 2.64708], [-4.10481, -1.41106, 1.93390], [1.62465, -0.79242, -0.83326], [2.66762, 0.95989, -0.13416], [-0.27774, 5.67554, 1.77459], [2.78226, -0.35157, -0.31333], [-1.63822, -0.67265, -0.85381], [-4.69517, -3.70990, 3.06148], [4.17939, 3.22735, -1.00758], [-4.68726, -4.83366, 2.01925], [0.77116, 3.46706, 0.90910], [-0.63960, 0.27354, -1.58470], [-5.70501, -4.61684, 0.90444], [-0.53495, 4.31323, 1.06105], [0.75817, 0.27440, -1.00162], [0.83773, 2.81429, -0.51707], [-2.84557, 1.21861, -4.43478], [3.99131, -1.21330, -0.01940], [-3.09951, -0.16637, -3.81697], [-2.79435, -1.18590, -1.73003], [5.41083, -2.42132, 1.68066], [1.38765, 1.40580, -0.54560], [4.18874, -1.48591, 1.50372], [-4.36301, -2.42093, 2.42902], [3.26671, -1.98194, 1.84792], [-0.98051, 4.55723, 0.08146], [3.45750, 2.95110, -1.79282], [-5.67702, -3.62969, 3.53042], [-3.55377, -1.59372, -1.04099], [-3.96333, -3.91501, 3.84352], [-6.71662, -4.53668, 1.30704], [-3.69756, 1.39576, -5.11626], [-1.94767, 1.23045, -5.06131], [-1.26686, 3.75928, 1.67081], [5.76046, 1.29155, 0.04835], [-1.26477, 6.10789, 2.00878], [3.83364, -2.18246, -0.51720], [4.00893, 4.28236, -0.75809], [0.25985, 6.37073, 1.11537], [-4.90133, -5.78005, 2.51898], [-1.06650, -1.56129, -0.53367], [5.19428, 3.09455, -1.41328], [-1.06010, 1.28452, -1.56618], [5.62028, -2.93868, 0.72197], [1.51453, 3.44081, -1.12231], [5.58944, -4.24016, 2.42296], [4.88832, -0.75736, -0.46501], [-2.88481, 2.01894, -3.68286], [-0.15529, 2.89151, -0.96993], [-3.69050, -4.92109, 1.58020], [-5.49005, -3.71065, 0.33497], [6.32103, -1.85637, 1.95550], [0.78209, 2.72272, 1.71699], [-2.00882, -0.20857, 0.07528], [-0.56544, -0.04910, -2.64143], [1.63363, 4.14812, 0.99735], [-5.68511, -5.45226, 0.20422], [4.34480, -0.53682, 2.03385], [0.24876, 5.48802, 2.72156], [-2.43500, -2.04179, -2.31970]], "forces_ev_per_angstrom": [[0.1, 0.3, 0.0], [0.2, 1.9, 2.0], [1.1, 0.0, -0.6], [-1.0, -0.1, -1.7], [0.1, 0.0, 0.9], [-0.2, 0.3, 0.1], [0.0, -0.7, 0.2], [-0.1, 0.3, 0.0], [0.3, 0.3, -0.7], [-0.7, -0.8, -0.1], [0.9, -0.6, 0.0], [0.5, 0.1, 0.2], [0.2, 0.0, -0.3], [-0.2, -1.0, -0.5], [-0.1, -0.1, -0.3], [-0.7, 0.5, -0.5], [-0.2, -1.2, -0.2], [0.0, 0.0, 0.0], [0.5, 0.7, 0.4], [-1.3, 1.6, 0.0], [1.1, 0.3, 0.7], [-1.2, 0.0, 0.5], [-0.4, 0.0, 0.2], [0.2, 0.6, -1.3], [-0.3, -1.0, 1.4], [0.0, -0.5, -0.4], [-0.4, -1.4, -0.4], [0.2, -0.1, -0.6], [0.1, 0.5, 0.1], [0.5, 0.1, 0.2], [0.1, -0.4, 0.3], [0.4, 0.1, 0.1], [0.0, 0.1, 0.0], [0.2, 0.2, -0.3], [0.0, 0.1, 0.0], [0.0, 0.0, 0.0], [0.4, 0.0, 0.2], [-0.1, -0.1, 0.4], [0.2, 0.1, -0.5], [0.4, -0.1, 0.4], [0.5, 0.1, 0.0], [0.1, 0.4, 0.1], [0.2, -0.4, 0.2], [0.0, -0.2, 0.4], [0.1, 0.1, 0.1], [-0.5, 0.2, 0.0], [-0.3, 0.1, 0.2], [0.4, -0.3, -0.1], [-0.1, 0.4, 0.2], [-0.5, -0.1, 0.0], [0.1, 0.2, 0.0], [-0.3, -0.1, 0.1], [0.3, -0.3, -0.3], [0.4, -0.5, 0.0], [0.0, 0.0, 0.1], [0.0, 0.0, 0.1], [-0.4, -0.1, -0.1], [0.3, 0.2, -0.3], [0.1, 0.0, -0.4], [0.0, 0.2, 0.3], [-0.3, -0.4, 0.3], [0.0, 0.0, 0.0], [-0.2, -0.4, 0.0], [0.0, 0.3, -0.3], [-0.3, 0.6, -0.4]]}